This record from OMol25 describes a cluster of 4 separate species, C3H16N2O3S2 in total. The level of theory is the ωB97M-V functional and the def2-TZVPD basis.

Last column: Löwdin charge in e.
Geometry (Å):
1 S 3.73258 0.95708 -0.51275  0.284
2 S 3.12923 -0.69452 -1.55850  0.425
3 C 1.37772 -0.52773 -1.90370  -0.552
4 C 0.52208 -1.44845 -1.05256  -0.471
5 C -0.94278 -1.61835 -1.59120  -0.225
6 N -1.81834 -1.94727 -0.44614  -0.017
7 N 0.59543 -0.89288 0.29446  0.018
8 H 3.22861 0.63350 0.69880  -0.212
9 H 1.27733 -0.66936 -2.98254  0.070
10 H 1.07018 0.49857 -1.70279  0.073
11 H 0.89935 -2.46913 -0.96221  0.127
12 H -0.82402 -2.36829 -2.37758  0.105
13 H -1.41532 -0.73440 -2.01530  0.104
14 H -2.16667 -2.90742 -0.47130  0.071
15 H -2.69376 -1.46755 -0.63107  0.052
16 H 0.04605 -0.04178 0.37230  0.046
17 H 0.12976 -1.50753 0.95074  0.065
18 H -0.44460 3.36358 0.53194  0.055
19 H -0.22276 3.10655 2.07196  0.024
20 O -0.79244 2.92671 1.31163  -0.061
21 H -0.10911 1.37549 3.51628  0.050
22 H 1.41965 1.41650 3.28271  0.050
23 O 0.65632 1.95856 3.50298  -0.046
24 H -1.85815 1.37424 1.19864  0.008
25 H -2.70380 1.01108 -0.09049  0.039
26 O -2.09256 0.67281 0.56571  -0.080

Output
HOMO energy: -8.56 eV
lowest unoccupied orbital energy: 0.35 eV
ΔE to the lowest compared entry with this formula, charge and spin: 4.5 kcal per mole
SMILES: NC[C@H](N)CSS.O.O.O
HOMO-LUMO gap: 0.3272 hartree